Here is a structure of composition C27H35BiP2Se from the OMol25 dataset. Energies are from the ωB97M-V functional and the def2-TZVPD basis.

Geometry as XYZ:
```
66
Properties=species:S:1:pos:R:3:forces:R:3:lowdin_charge:R:1
Bi -10.838 7.489 8.594 0.466 -2.341 -0.203 0.886
C -11.128 12.016 10.977 -0.129 0.294 -0.157 -0.076
C -10.479 11.538 12.239 0.031 -0.501 0.229 -0.288
C -10.132 12.497 13.203 -0.080 -0.243 -0.357 -0.056
C -9.573 12.116 14.410 0.382 0.091 0.719 -0.080
C -9.355 10.756 14.713 -0.158 0.545 -0.440 -0.074
C -9.697 9.808 13.758 -0.485 -0.168 -0.441 -0.067
C -10.262 10.164 12.496 0.075 0.842 1.693 -0.303
P -10.744 8.905 11.299 0.228 -0.373 -0.571 0.989
C -9.876 7.423 11.850 0.841 -0.382 0.434 -0.401
C -8.594 7.240 11.280 -0.024 0.214 -0.115 -0.153
C -7.802 6.130 11.568 0.063 0.175 0.182 -0.088
C -8.276 5.219 12.517 0.146 -0.479 -0.210 -0.071
C -9.500 5.430 13.138 0.055 -0.418 0.103 -0.053
C -10.325 6.515 12.823 0.678 -0.068 0.276 -0.286
C -11.527 6.672 13.708 -0.432 -0.094 0.013 -0.046
C -12.505 8.523 11.477 -1.019 -0.350 0.370 -0.357
C -13.339 9.401 12.185 -0.060 0.025 -0.053 -0.110
C -14.722 9.230 12.246 -0.293 -0.322 -0.342 -0.083
C -15.302 8.135 11.569 0.064 0.147 0.587 -0.089
C -14.485 7.206 10.932 0.049 0.628 -0.045 -0.071
C -13.085 7.380 10.853 -0.854 0.468 0.484 -0.380
C -12.384 6.376 10.050 1.255 0.650 -1.086 -0.340
H -11.287 13.098 11.069 -0.054 -0.260 -0.274 0.083
H -12.096 11.537 10.795 0.063 0.056 0.070 0.062
H -10.509 11.821 10.097 0.054 0.033 0.052 0.080
H -10.332 13.551 12.955 0.209 -0.523 0.335 0.115
H -9.301 12.905 15.133 -0.168 -0.574 -0.347 0.110
H -8.942 10.439 15.678 -0.181 0.233 -0.463 0.108
H -9.597 8.749 14.014 0.143 0.379 -0.217 0.101
H -8.206 8.036 10.615 -0.281 -0.665 0.218 0.103
H -6.825 5.992 11.073 -0.671 0.099 0.345 0.115
H -7.715 4.304 12.778 -0.195 0.708 -0.228 0.113
H -9.825 4.718 13.923 0.191 0.521 -0.585 0.121
H -11.271 6.154 14.639 -0.320 0.250 -0.008 0.081
H -12.405 6.166 13.279 0.114 0.235 0.113 0.093
H -11.800 7.714 13.925 0.123 -0.362 -0.101 0.076
H -12.869 10.245 12.693 -0.227 -0.141 -0.017 0.100
H -15.353 9.937 12.805 0.387 -0.370 -0.344 0.105
H -16.389 7.969 11.595 0.538 0.176 0.000 0.108
H -14.928 6.339 10.422 0.206 0.397 0.310 0.116
H -13.091 5.887 9.360 0.541 -0.087 0.324 0.051
H -11.692 5.682 10.538 -0.294 0.144 -0.052 0.029
C -16.149 8.841 7.957 0.209 0.493 -0.189 -0.136
C -14.910 9.767 7.998 0.231 -0.246 -0.043 -0.400
P -13.245 9.048 7.579 -0.404 -0.412 0.102 0.834
C -12.127 10.533 7.705 -0.132 0.415 -0.018 -0.458
C -12.742 11.942 7.729 0.201 0.103 -0.248 -0.159
C -13.351 8.673 5.779 0.061 0.712 -0.131 -0.413
C -13.535 9.945 4.929 0.036 -0.506 -0.272 -0.156
H -17.011 9.365 8.404 0.335 -0.176 -0.164 0.075
H -15.979 7.935 8.538 0.023 -0.027 -0.096 0.047
H -16.432 8.577 6.928 0.164 -0.016 0.286 0.066
H -14.741 10.096 9.025 -0.177 0.159 0.120 0.061
H -15.031 10.657 7.377 -0.284 -0.018 0.118 0.058
H -11.383 10.474 6.898 -0.164 -0.139 0.137 0.075
H -11.562 10.429 8.636 -0.003 -0.234 -0.070 -0.009
H -13.331 12.156 6.823 0.061 -0.032 0.422 0.063
H -11.930 12.680 7.769 -0.123 -0.117 -0.069 0.073
H -13.337 12.110 8.632 -0.125 -0.101 -0.284 0.063
H -14.196 7.980 5.655 0.241 0.136 0.003 0.075
H -12.435 8.141 5.461 -0.385 0.156 0.239 0.074
H -14.445 10.495 5.186 0.075 -0.136 -0.040 0.062
H -13.589 9.648 3.878 -0.061 0.254 0.004 0.070
H -12.685 10.623 5.045 -0.100 -0.107 -0.048 0.058
Se -9.649 5.260 8.138 -0.657 1.250 0.040 -0.293
```
Forces are in eV/Å.

Output
highest occupied orbital energy	-6.733	eV
LUMO energy	-0.0208	Eh
E_tot	-118329.9816	eV
gap between HOMO and LUMO	6.2	eV
relative energy (zero: lowest compared OMol25 entry of this formula, charge and spin)	0.0000	eV